No. 1
Below is one molecule with the formula C2H2FNO, with properties calculated with wB97M-V/def2-TZVPD.

## Properties
SMILES: N#C[C@@H](O)F
DFT total energy: -8360.0851 eV
multiplicity: 1
energy relative to the best compared isomer or geometry (same formula, charge and spin): 12.31 kcal/mol
HOMO: -12.564 eV
largest force on an atom: 5.8 eV/A
frontier orbital gap: 13.27 eV

Cartesian coordinates (Å):
C: 0.376 -1.122 0.283
C: -0.014 0.169 -0.511
N: 0.615 -1.928 1.061
O: -0.870 1.005 0.307
F: 1.142 0.897 -0.794
H: -0.503 -0.027 -1.552
H: -0.746 1.005 1.206

***

No. 2
Below is one molecule with the formula C2H2FNP2, with properties calculated with wB97M-V/def2-TZVPD.

## Properties
SMILES: N#[PH]C=C=PF
DFT total energy: -24886.6407 eV
multiplicity: 1
energy relative to the best compared isomer or geometry (same formula, charge and spin): 53.03 kcal/mol
HOMO: -9.539 eV
largest force on an atom: 3.7 eV/A
frontier orbital gap: 8.06 eV

Cartesian coordinates (Å):
C: 0.621 -0.873 0.038
C: -0.603 -1.145 0.350
N: -0.051 1.963 0.424
F: -2.452 -0.063 -1.060
P: 1.012 0.980 0.198
P: -1.974 -0.308 0.547
H: 1.306 -1.705 0.068
H: 2.141 1.151 -0.564

***

No. 3
Below is a 2-piece molecular cluster, C2H2FOS overall, with properties calculated with wB97M-V/def2-TZVPD.

## Properties
charge: -1
DFT total energy: -17705.6691 eV
multiplicity: 1
energy relative to the best compared isomer or geometry (same formula, charge and spin): 45.95 kcal/mol
HOMO (spin up / spin down): -2.346 / -2.343 eV
largest force on an atom: 4.9 eV/A
frontier orbital gap (spin up / spin down): 6.16 / 6.16 eV

Cartesian coordinates (Å):
C: -2.388 -0.610 -0.085
C: -0.043 -0.430 0.226
O: -2.693 -1.772 -0.008
F: 0.492 -1.660 0.011
S: -3.068 0.889 0.009
H: -0.218 -0.311 1.265
H: 0.361 0.196 -0.456

***

No. 4
Below is C2H2FOYb as an isolated structure, with properties calculated with wB97M-V/def2-TZVPD.

## Properties
charge: +1
DFT total energy: -38389.1666 eV
multiplicity: 1
energy relative to the best compared isomer or geometry (same formula, charge and spin): 79.62 kcal/mol
HOMO: -12.567 eV
largest force on an atom: 4.2 eV/A
frontier orbital gap: 6.38 eV

Cartesian coordinates (Å):
C: 0.257 -0.187 -0.166
C: -0.268 0.125 0.999
O: -0.203 -0.565 -1.319
H: 0.314 0.842 1.587
H: 0.648 -0.042 -2.016
Yb: -2.261 -0.794 1.894
F: 1.514 0.621 -0.978

***

No. 5
Below is C2H2HgLiNaO2 as an isolated structure, with properties calculated with wB97M-V/def2-TZVPD.

## Properties
DFT total energy: -14993.8622 eV
multiplicity: 3
energy relative to the best compared isomer or geometry (same formula, charge and spin): 0.00 kcal/mol
HOMO (spin up / spin down): -7.024 / -8.025 eV
largest force on an atom: 2.3 eV/A
frontier orbital gap (spin up / spin down): 6.24 / 7.08 eV

Cartesian coordinates (Å):
O: 0.418 0.862 0.062
C: -0.704 0.474 -0.572
C: -1.386 -0.621 -0.148
Na: 2.570 0.918 -0.098
Hg: -0.622 0.267 1.943
H: -2.170 -0.922 -0.859
H: -0.902 1.132 -1.441
Li: 0.689 -1.217 -0.051
O: 2.107 -0.894 1.165

***

No. 6
Below is one molecule with the formula C2H2INO2, with properties calculated with wB97M-V/def2-TZVPD.

## Properties
SMILES: O=[N+]([O-])/C=C/I
DFT total energy: -15787.8206 eV
multiplicity: 1
energy relative to the best compared isomer or geometry (same formula, charge and spin): 98.95 kcal/mol
HOMO: -10.051 eV
largest force on an atom: 4.4 eV/A
frontier orbital gap: 9.48 eV

Cartesian coordinates (Å):
C: 0.520 -0.386 -0.384
C: -0.163 0.680 0.160
N: -0.170 -1.771 -0.304
O: -1.359 -1.758 -0.075
O: 0.511 -2.717 -0.552
I: 0.339 2.734 0.398
H: 1.374 -0.222 -0.957
H: -1.014 0.374 0.819